Entry 1:
Formula: C3H5NS2
Source: the Open Molecules 2025 dataset
Level of theory: ωB97M-V/def2-TZVPD

Calculated values
Highest occupied orbital energy (alpha / beta): -8.53 / -8.53 eV
Charge: 0
E_tot: -26350.1541 eV
Orbital gap (alpha / beta): 6.9719 / 6.9745 eV

Each line ends with the Mulliken charge.
Cartesian coordinates (Å):
C (-0.44, -0.99, 0.21)  0.0948
C (0.08, 0.20, -0.18)  -0.0591
C (1.53, 0.43, 0.00)  -1.2745
N (-1.72, -1.39, -0.01)  -0.4181
S (-2.39, 1.51, 0.13)  -0.2623
S (-2.96, -0.35, -0.08)  0.2797
H (0.05, -1.61, 0.94)  0.3387
H (-0.40, 0.80, -0.99)  0.3649
H (1.96, 1.39, -0.33)  0.3309
H (2.30, -0.14, -0.64)  0.2899
H (1.99, 0.15, 0.94)  0.3150

=====

Entry 2:
Formula: C47H44BBaF3N12PS
Source: the Open Molecules 2025 dataset
Level of theory: ωB97M-V/def2-TZVPD

Calculated values
⟨S²⟩: 0.76
Highest occupied orbital energy (alpha / beta): -7.16 / -7.16 eV
Charge: 0
Multiplicity: 2
E_tot: -96986.8746 eV
Orbital gap (alpha / beta): 7.1647 / 5.8414 eV

Each line ends with the Mulliken spin population.
Cartesian coordinates (Å):
Ba (-0.89, -0.32, 0.08)  0.0188
C (3.99, 0.58, 0.25)  0.0073
C (2.69, 0.83, -0.20)  0.0023
N (1.81, 0.09, 0.46)  -0.0544
N (2.51, -0.67, 1.34)  0.0151
C (3.83, -0.38, 1.23)  0.0017
B (1.90, -1.68, 2.36)  0.0008
N (0.85, -1.02, 3.28)  -0.0014
C (0.81, -0.87, 4.62)  0.0001
C (-0.43, -0.38, 4.96)  0.0002
C (-1.11, -0.26, 3.74)  0.0000
N (-0.34, -0.66, 2.74)  0.0028
N (1.19, -2.86, 1.64)  0.0029
C (1.02, -4.10, 2.15)  0.0007
C (0.16, -4.79, 1.33)  0.0004
C (-0.19, -3.87, 0.34)  0.0009
N (0.43, -2.70, 0.54)  -0.0100
N (3.09, -2.24, 3.16)  -0.0001
C (3.93, -3.22, 2.77)  0.0000
C (5.05, -3.17, 3.57)  -0.0001
C (4.80, -2.08, 4.43)  0.0000
N (3.64, -1.51, 4.16)  0.0000
H (4.91, 1.02, -0.08)  0.0002
H (2.35, 1.51, -0.96)  0.0155
H (4.58, -0.86, 1.84)  0.0008
H (1.67, -1.10, 5.23)  0.0000
H (-0.79, -0.15, 5.95)  0.0000
H (-2.11, 0.08, 3.55)  0.0001
H (1.52, -4.41, 3.05)  0.0001
H (-0.18, -5.81, 1.44)  0.0000
H (-0.87, -3.98, -0.49)  0.0022
H (3.69, -3.88, 1.95)  0.0001
H (5.91, -3.82, 3.55)  0.0000
H (5.42, -1.69, 5.22)  0.0000
C (-1.83, -4.19, -5.91)  0.0018
C (-0.53, -3.74, -6.12)  -0.0001
C (0.00, -2.75, -5.31)  0.0027
C (-0.77, -2.20, -4.29)  0.0213
C (-2.06, -2.67, -4.07)  0.0019
C (-2.59, -3.66, -4.88)  -0.0009
P (-0.15, -0.88, -3.19)  -0.0160
C (1.65, -1.16, -3.13)  -0.0114
C (2.10, -2.25, -2.38)  -0.0016
C (3.45, -2.47, -2.20)  0.0026
C (4.38, -1.60, -2.75)  -0.0009
C (3.95, -0.51, -3.49)  0.0020
C (2.59, -0.29, -3.68)  -0.0044
C (-0.27, 0.63, -4.21)  -0.0023
C (-0.29, 0.67, -5.58)  -0.0148
C (-0.30, 1.90, -6.26)  0.0098
C (-0.27, 3.08, -5.57)  -0.0039
C (-0.26, 3.09, -4.15)  0.0682
C (-0.25, 4.29, -3.39)  -0.0528
C (-0.28, 4.26, -2.02)  0.1045
C (-0.32, 3.02, -1.32)  0.1265
C (-0.32, 1.90, -2.07)  0.5009
C (-0.27, 1.84, -3.47)  0.2424
H (-2.23, -4.97, -6.54)  0.0001
H (0.07, -4.17, -6.92)  -0.0001
H (1.01, -2.40, -5.47)  -0.0004
H (-2.65, -2.28, -3.24)  0.0071
H (-3.59, -4.03, -4.70)  -0.0001
H (1.38, -2.92, -1.93)  0.0008
H (3.79, -3.32, -1.62)  0.0000
H (5.44, -1.76, -2.59)  -0.0001
H (4.67, 0.18, -3.91)  0.0001
H (2.26, 0.57, -4.25)  -0.0021
H (-0.30, -0.26, -6.15)  -0.0006
H (-0.32, 1.91, -7.34)  0.0006
H (-0.27, 4.03, -6.10)  0.0014
H (-0.23, 5.24, -3.91)  0.0006
H (-0.27, 5.18, -1.46)  0.0085
H (-0.37, 3.00, -0.24)  -0.0032
F (-6.11, -2.99, 1.01)  0.0000
C (-6.42, -2.30, -0.09)  0.0002
F (-6.18, -3.08, -1.15)  0.0000
F (-7.77, -2.13, -0.05)  0.0000
C (-5.72, -0.97, -0.18)  -0.0001
C (-6.48, 0.18, -0.27)  0.0000
C (-5.85, 1.41, -0.38)  -0.0011
C (-4.48, 1.43, -0.38)  -0.0015
N (-3.72, 0.34, -0.27)  0.0034
C (-4.30, -0.88, -0.19)  -0.0008
S (-3.28, -2.27, -0.16)  0.0019
H (-7.56, 0.11, -0.26)  0.0000
H (-6.42, 2.33, -0.47)  0.0000
H (-3.95, 2.37, -0.48)  -0.0010
C (1.69, 2.58, 4.95)  0.0001
C (2.26, 2.20, 3.60)  -0.0002
N (1.19, 2.13, 2.62)  0.0007
C (-0.04, 2.69, 2.74)  -0.0018
N (-0.94, 2.38, 1.85)  0.0014
C (-2.24, 2.99, 2.01)  0.0009
C (-2.14, 4.41, 2.54)  -0.0004
C (-1.43, 4.37, 3.88)  0.0001
N (-0.25, 3.52, 3.80)  0.0005
C (0.79, 3.79, 4.79)  -0.0001
H (2.49, 2.81, 5.65)  0.0000
H (1.11, 1.75, 5.35)  0.0000
H (2.74, 1.22, 3.66)  0.0000
H (3.01, 2.93, 3.29)  0.0001
H (1.25, 1.42, 1.90)  0.0018
H (-2.88, 2.40, 2.68)  -0.0002
H (-2.74, 3.00, 1.04)  0.0009
H (-3.13, 4.87, 2.66)  0.0000
H (-1.57, 5.02, 1.83)  0.0004
H (-2.10, 4.01, 4.66)  0.0000
H (-1.10, 5.38, 4.16)  0.0000
H (0.29, 4.01, 5.73)  -0.0001
H (1.37, 4.67, 4.51)  0.0001